[1]
{
  "formula": "C5H8O2",
  "method": "the ωB97M-V functional and the def2-TZVPD basis",
  "lumo_energy_ev": [-5.925, -9.658],
  "total_charge": 1,
  "de_lowest_kcal_mol": 26.6,
  "spin_multiplicity": 2,
  "e_homo_ev": [-14.9, -14.6],
  "symbols": ["O", "C", "C", "C", "C", "C", "O", "H", "H", "H", "H", "H", "H", "H", "H"],
  "xyz": [[-1.5651, -2.0586, 1.4420], [-1.2164, -1.2679, 0.6436], [-0.7899, 0.1950, 1.0539], [-0.3400, 1.0141, -0.1561], [1.0937, 0.7731, -0.7177], [1.3053, -0.6885, -0.9178], [1.5335, -1.3873, 0.0473], [-0.7551, -1.5494, -0.3230], [-0.0612, 0.1971, 1.8696], [-1.7091, 0.6269, 1.4707], [-0.5599, 2.0648, 0.0107], [-0.9905, 0.7353, -1.0007], [1.7391, 1.1487, 0.0804], [1.2653, 1.3567, -1.6206], [1.0504, -1.1599, -1.8821]],
  "atomic_forces_ev_per_a": [[-0.6, 0.0, -0.3], [2.2, 0.2, 1.3], [-0.4, 1.3, -0.1], [-0.5, -1.3, -1.8], [-0.1, 1.1, 1.1], [-0.4, -0.3, 0.7], [-0.1, -0.2, -0.3], [-0.7, -0.4, -0.4], [0.0, -0.7, -0.1], [0.0, -0.2, -0.1], [0.3, 0.1, 0.3], [-0.3, 0.3, 0.3], [0.5, -0.3, -0.3], [-0.2, 0.0, 0.0], [0.4, 0.2, -0.2]]
}



[2]
{
  "formula": "C4H5N2P",
  "method": "the ωB97M-V functional and the def2-TZVPD basis",
  "lumo_energy_ev": -0.332,
  "total_charge": 0,
  "de_lowest_kcal_mol": 72.9,
  "e_homo_ev": -9.5,
  "symbols": ["C", "C", "C", "C", "N", "N", "P", "H", "H", "H", "H", "H"],
  "xyz": [[-0.4034, -1.5304, -0.7703], [0.5001, -1.0761, 0.2910], [-0.7709, 2.2696, 1.1922], [-0.4846, 1.1275, 1.4426], [-0.5070, -0.7290, -1.7265], [1.1415, -0.0074, 0.1073], [0.6260, 0.4906, -1.4850], [-1.0257, -2.3574, -0.6638], [0.6431, -1.5335, 1.2223], [-0.8820, 3.2222, 0.7380], [-0.3663, 0.2894, 1.9571], [1.5293, -0.1653, -2.3050]],
  "atomic_forces_ev_per_a": [[0.0, 0.5, 1.6], [0.2, -0.8, -0.1], [0.3, -0.4, -0.6], [-1.5, 4.1, -0.1], [-0.2, -0.1, -1.8], [1.4, 0.1, -2.2], [-0.2, 2.3, 0.2], [-1.0, -1.6, 0.1], [-0.2, -1.2, 1.3], [-0.1, 0.2, 0.1], [0.4, -2.9, 1.7], [0.8, -0.2, -0.2]]
}